# 1
{
  "formula": "C25H25ClN2O6TeV",
  "method": "ωB97M-V/def2-TZVPD",
  "orbital_gap_ev": [6.90, 7.44],
  "e_above_lowest_kj_mol": 92.8,
  "lumo_ev": [-1.33, -0.81],
  "total_energy_ev": -87100.8317,
  "spin_multiplicity": 2,
  "s2": 0.766,
  "elements": ["V", "O", "C", "O", "C", "C", "C", "C", "C", "N", "C", "O", "O", "H", "H", "H", "C", "N", "C", "C", "C", "C", "C", "C", "C", "C", "H", "H", "H", "H", "H", "H", "H", "H", "H", "H", "H", "H", "Cl", "C", "C", "C", "C", "O", "C", "C", "O", "C", "H", "H", "H", "H", "C", "Te", "C", "H", "H", "H", "H", "H", "H"],
  "coordinates": [[0.07670, -0.40664, -0.30322], [3.48644, 0.66000, -2.00577], [2.54518, 0.55471, -1.26387], [1.32185, 0.20929, -1.61820], [2.62339, 0.86592, 0.20687], [3.74173, 1.37471, 0.81682], [3.65372, 1.69108, 2.17008], [2.45441, 1.51912, 2.82943], [1.35048, 1.01926, 2.14146], [1.46375, 0.66808, 0.85755], [-0.02403, 0.92868, 2.80234], [-0.08197, 0.19302, 3.79296], [-0.89286, 1.64262, 2.25064], [4.63954, 1.51604, 0.23273], [4.51450, 2.08425, 2.69536], [2.33704, 1.76531, 3.87533], [-1.17770, -0.87267, -3.04699], [-0.63184, -1.65110, -1.92205], [-1.66547, -2.59978, -1.44742], [0.55691, -2.43295, -2.36421], [1.29142, -2.91001, -1.14490], [1.98635, -4.11031, -1.09570], [2.64711, -4.47352, 0.07006], [2.60442, -3.64518, 1.18258], [1.90399, -2.44480, 1.13195], [1.24480, -2.06937, -0.03291], [-1.43567, -1.54052, -3.87526], [-0.43123, -0.15498, -3.38138], [-2.07445, -0.35242, -2.71475], [-1.95196, -3.25988, -2.27213], [-2.53365, -2.04252, -1.11142], [-1.26827, -3.19726, -0.62994], [1.18934, -1.76032, -2.94372], [0.23359, -3.25449, -3.01215], [2.01105, -4.76310, -1.96126], [3.18997, -5.40897, 0.11295], [3.11382, -3.93539, 2.09301], [1.87236, -1.80813, 2.01117], [-5.08921, -2.55862, 4.81466], [-3.93766, -2.05985, 3.61680], [-2.60624, -2.42858, 3.74578], [-1.68585, -2.02153, 2.80060], [-2.08922, -1.25975, 1.71323], [-1.15438, -0.86027, 0.83420], [-3.43599, -0.90230, 1.56867], [-3.98644, -0.15498, 0.42428], [-3.45067, 0.01382, -0.64810], [-4.34872, -1.29524, 2.54542], [-2.29007, -3.01158, 4.59928], [-0.63647, -2.25090, 2.91168], [-5.00173, 0.24662, 0.59863], [-5.38752, -1.00421, 2.45258], [-1.06276, 2.65006, -2.63658], [-1.21796, 2.24124, -0.54127], [0.43925, 3.50116, -0.13022], [-1.14098, 3.72273, -2.79864], [-1.87762, 2.15154, -3.15753], [-0.10622, 2.28421, -3.00679], [1.31104, 3.16170, -0.68646], [0.61436, 3.45522, 0.94104], [0.18645, 4.51707, -0.42384]],
  "atomic_forces_ev_per_a": [[-0.25, -0.14, 0.38], [-0.01, 0.00, -0.03], [0.07, 0.04, 0.03], [-0.03, 0.01, -0.01], [-0.08, -0.03, -0.02], [0.00, 0.00, -0.03], [0.01, 0.01, 0.02], [0.02, 0.00, 0.02], [-0.02, -0.06, -0.12], [0.12, 0.07, 0.01], [0.03, 0.08, 0.16], [-0.02, 0.00, -0.04], [0.00, -0.07, -0.05], [0.00, 0.00, 0.00], [0.00, 0.00, 0.00], [-0.01, -0.01, 0.00], [0.01, 0.03, -0.02], [0.02, -0.07, -0.05], [0.00, 0.00, -0.03], [0.01, 0.04, -0.01], [0.01, -0.03, 0.03], [0.01, 0.01, -0.03], [0.01, -0.02, -0.01], [0.00, 0.03, 0.03], [0.02, -0.01, -0.01], [-0.03, 0.09, 0.01], [0.00, 0.00, 0.00], [0.00, -0.01, 0.01], [0.00, 0.00, 0.00], [0.01, -0.01, 0.00], [0.00, 0.00, 0.01], [0.01, 0.00, 0.01], [0.00, -0.01, -0.02], [-0.01, 0.00, 0.01], [0.00, 0.00, 0.00], [0.00, 0.00, 0.00], [0.00, 0.00, 0.00], [0.00, -0.01, 0.00], [0.00, 0.01, -0.01], [0.03, 0.00, 0.00], [-0.06, 0.00, 0.03], [0.08, 0.01, -0.03], [-0.06, 0.00, 0.08], [0.07, 0.03, -0.29], [0.04, 0.04, -0.09], [0.00, 0.03, 0.01], [0.02, -0.01, -0.01], [-0.01, -0.01, 0.02], [0.00, 0.00, 0.00], [0.00, -0.01, 0.01], [-0.01, -0.02, 0.02], [0.00, 0.00, 0.00], [0.02, -0.03, 0.01], [0.04, 0.05, -0.01], [-0.02, -0.01, 0.00], [0.00, 0.00, 0.00], [-0.01, 0.00, 0.01], [0.00, 0.01, 0.00], [0.00, 0.00, 0.01], [0.00, 0.00, 0.00], [-0.01, 0.00, 0.00]]
}


# 2
{
  "formula": "C25H25CuN2P",
  "method": "ωB97M-V/def2-TZVPD",
  "orbital_gap_ev": [4.21, 4.19],
  "e_above_lowest_kj_mol": 233.8,
  "lumo_ev": [4.72, 4.72],
  "total_energy_ev": -83230.3922,
  "charge": -2,
  "spin_multiplicity": 2,
  "s2": 0.764,
  "elements": ["C", "C", "C", "C", "C", "Cu", "N", "C", "C", "H", "H", "H", "H", "H", "H", "H", "H", "H", "H", "N", "P", "C", "C", "C", "C", "C", "C", "C", "C", "C", "C", "C", "C", "C", "C", "C", "C", "C", "C", "H", "H", "H", "H", "H", "H", "H", "H", "H", "H", "H", "H", "H", "H", "H"],
  "coordinates": [[-0.74342, 1.34160, -4.69244], [0.66315, 1.36017, -4.29291], [0.77312, 2.15571, -3.10818], [-0.56440, 2.55364, -2.70234], [-1.49550, 2.06084, -3.70079], [0.05506, -0.38921, -2.32654], [-1.75684, -1.11003, -1.61349], [0.66757, -1.43155, -3.62431], [1.94458, -1.13491, -3.17788], [1.68216, 2.40300, -2.60034], [1.47887, 0.94165, -4.84543], [-0.81757, 3.15905, -1.86034], [-2.54891, 2.24240, -3.71326], [-1.13416, 0.89987, -5.59596], [2.54884, -0.58960, -3.93375], [0.33587, -2.45281, -3.20353], [-2.14236, -1.01477, -2.81460], [2.33891, -1.83298, -2.35317], [-0.00406, -1.11681, -4.49968], [0.09860, 0.82927, -0.74909], [-0.01337, 0.22693, 0.69777], [-1.53217, -0.77991, 1.07811], [-2.59291, -0.22152, 1.84429], [-3.74662, -0.95433, 2.09590], [-3.91119, -2.21423, 1.50073], [-2.90786, -2.73735, 0.67886], [-1.72544, -2.01059, 0.47855], [1.43805, -0.84099, 1.10609], [1.67856, -1.96266, 0.29675], [2.88709, -2.66004, 0.39658], [3.85623, -2.24909, 1.32201], [3.61478, -1.15071, 2.15390], [2.41658, -0.43548, 2.03377], [-0.02006, 1.36582, 2.13384], [-0.12004, 0.91830, 3.46802], [-0.13932, 1.84363, 4.51500], [-0.04878, 3.21174, 4.22754], [0.05598, 3.65456, 2.90493], [0.06610, 2.73418, 1.85118], [-2.48418, 0.79239, 2.25916], [-4.51520, -0.54492, 2.73420], [-4.82874, -2.78912, 1.66711], [-3.03182, -3.70084, 0.15429], [-0.99603, -2.43552, -0.19673], [0.93255, -2.28560, -0.43633], [3.06516, -3.51115, -0.26441], [4.80818, -2.78009, 1.38073], [4.35992, -0.83749, 2.89048], [2.25485, 0.44058, 2.66297], [-0.18426, -0.15320, 3.67896], [-0.22556, 1.49076, 5.54011], [-0.06037, 3.92992, 5.05045], [0.13044, 4.72385, 2.69236], [0.13989, 3.04763, 0.81089]],
  "atomic_forces_ev_per_a": [[1.07, 0.70, 1.38], [-2.12, 1.83, 0.26], [-2.21, 0.04, -1.04], [0.54, -0.59, -2.94], [2.50, 0.22, 0.29], [-0.30, 1.97, 2.95], [-1.00, 0.52, -6.08], [-1.64, -4.82, -1.62], [0.02, -0.47, -0.32], [0.27, -0.14, 0.36], [0.25, -0.19, -0.24], [-0.09, 0.04, 0.47], [-0.52, -0.06, 0.06], [-0.11, -0.22, -0.09], [0.14, 0.08, 1.54], [-0.05, 1.21, -0.74], [0.90, -0.26, 3.90], [-0.08, 1.33, -1.70], [1.86, -0.33, 0.99], [0.27, -0.60, 3.32], [-0.25, 0.21, -2.82], [-0.18, 0.93, 1.31], [0.81, -0.30, -0.25], [0.13, -0.28, -0.50], [0.23, -0.22, -0.13], [-0.14, 0.05, 0.40], [-0.58, -0.99, 0.13], [0.04, -0.03, 0.54], [0.46, -0.20, 0.18], [-0.22, 0.36, 0.21], [-0.06, -0.01, -0.01], [-0.22, -0.02, -0.28], [0.21, -0.59, -0.25], [-0.04, 0.34, 0.37], [0.04, 0.54, -0.23], [0.06, -0.04, -0.53], [0.00, -0.06, -0.04], [-0.01, -0.11, 0.14], [-0.03, -0.23, 0.60], [-0.09, -0.60, -0.18], [-0.19, 0.07, 0.03], [0.26, 0.22, -0.02], [-0.02, 0.59, 0.38], [0.08, 0.00, 0.48], [0.33, 0.28, 0.24], [0.04, 0.20, 0.22], [-0.22, 0.09, 0.03], [-0.15, -0.09, -0.26], [0.03, -0.27, -0.21], [-0.02, 0.33, -0.12], [0.02, 0.13, -0.08], [0.00, -0.12, -0.24], [-0.04, -0.28, 0.08], [-0.01, -0.17, 0.08]]
}


# 3
{
  "formula": "C25H25FO6S",
  "method": "ωB97M-V/def2-TZVPD",
  "orbital_gap_ev": 2.46,
  "e_above_lowest_kj_mol": 0.0,
  "lumo_ev": -3.03,
  "total_energy_ev": -52162.5943,
  "elements": ["C", "O", "C", "C", "C", "C", "C", "C", "C", "C", "C", "O", "C", "C", "C", "C", "C", "H", "H", "H", "H", "H", "H", "H", "H", "H", "H", "H", "H", "H", "H", "H", "C", "C", "O", "C", "C", "F", "S", "C", "C", "C", "C", "C", "C", "O", "O", "O", "H", "H", "H", "H", "H", "H", "H", "H", "H", "H"],
  "coordinates": [[0.09575, -4.52366, 4.53116], [1.30448, -4.00478, 4.02808], [1.20084, -2.75098, 3.43475], [2.40157, -2.09021, 3.12790], [2.39532, -0.84822, 2.56198], [1.18852, -0.17019, 2.27758], [1.27354, 1.12091, 1.70749], [0.28861, 2.11193, 1.48413], [0.65234, 3.23872, 0.71250], [-0.23643, 4.23701, 0.44045], [-1.54418, 4.20355, 0.95278], [-2.38679, 5.25275, 0.60506], [-3.71866, 5.11627, 1.04086], [-1.89808, 3.11693, 1.77393], [-1.01594, 2.10018, 2.02458], [-0.01595, -0.86163, 2.54064], [-0.00697, -2.11004, 3.09999], [0.32096, -5.46645, 5.03447], [-0.33349, -3.82817, 5.25614], [-0.59948, -4.71070, 3.71031], [3.33015, -2.59294, 3.33857], [3.32537, -0.37089, 2.30685], [2.26608, 1.40468, 1.40039], [1.66389, 3.30485, 0.35190], [0.05293, 5.07512, -0.16915], [-4.28279, 5.97636, 0.67152], [-4.15109, 4.20157, 0.62868], [-3.75264, 5.10823, 2.13204], [-2.86199, 3.10803, 2.24936], [-1.30164, 1.32205, 2.70721], [-0.94942, -0.44327, 2.21742], [-0.93505, -2.63647, 3.23458], [2.50322, -4.15545, 0.16176], [2.92457, -3.35720, -1.05701], [1.83438, -2.67818, -1.61552], [2.23148, -1.90925, -2.68636], [1.25339, -1.08355, -3.25915], [1.50917, -0.31747, -4.29510], [-0.40377, -1.05811, -2.57230], [-1.12152, 0.29462, -3.50970], [-1.23444, 1.53427, -2.92916], [-1.80732, 2.57217, -3.63354], [-2.25857, 2.36134, -4.92030], [-2.14281, 1.11384, -5.49767], [-1.56771, 0.07871, -4.78984], [-1.16883, -2.27870, -3.01314], [-0.41589, -0.55296, -1.14956], [3.38465, -1.92271, -3.11964], [3.35287, -4.57658, 0.70112], [1.94158, -3.52786, 0.85537], [1.84282, -4.97513, -0.12583], [3.67837, -2.59250, -0.81302], [3.34729, -3.99578, -1.84673], [-0.88828, 1.67361, -1.91755], [-1.89182, 3.54714, -3.18388], [-2.70703, 3.17065, -5.47385], [-2.48844, 0.95086, -6.50485], [-1.47715, -0.90632, -5.21870]],
  "atomic_forces_ev_per_a": [[-0.49, -0.41, 0.19], [0.28, 2.38, -1.11], [0.36, -0.83, 0.46], [0.14, -0.43, 0.26], [-0.13, -0.09, -0.10], [-0.18, 0.36, -0.15], [-0.53, -0.43, 0.20], [-0.04, -0.10, 0.11], [-0.03, -0.19, 0.24], [-0.39, 0.52, -0.15], [-0.36, 0.68, -0.56], [1.86, -1.63, 0.42], [-0.63, 0.09, 0.12], [-0.47, 0.54, -0.06], [0.35, 0.10, -0.07], [0.27, -0.01, -0.20], [-0.07, -0.65, 0.29], [0.09, 0.19, -0.17], [-0.13, -0.07, -0.04], [-0.10, -0.08, 0.15], [0.15, -0.10, 0.03], [0.24, 0.08, 0.02], [0.31, 0.07, -0.14], [0.17, 0.02, -0.25], [0.04, 0.18, -0.12], [0.25, -0.14, 0.03], [-0.11, 0.03, 0.12], [-0.19, -0.02, -0.01], [-0.18, -0.14, 0.04], [-0.14, -0.01, 0.10], [-0.18, -0.09, -0.09], [-0.20, 0.03, 0.03], [-0.49, 0.06, -0.16], [0.94, -0.22, 0.06], [-0.71, 0.27, -0.13], [0.02, 1.17, -1.29], [-1.96, -1.79, 3.45], [0.27, 1.13, -1.57], [0.37, -0.39, -0.63], [0.25, -0.43, 0.42], [0.09, 0.25, 0.48], [0.02, 0.17, 0.03], [-0.16, 0.24, -0.13], [0.02, -0.04, -0.21], [-0.10, -0.46, -0.37], [1.13, 2.23, 1.72], [-0.27, -1.49, -1.90], [0.28, -0.40, 0.34], [0.11, 0.06, -0.16], [0.02, 0.07, -0.03], [0.01, -0.03, -0.01], [0.09, -0.42, 0.11], [0.17, 0.02, 0.44], [0.09, -0.01, 0.13], [-0.04, 0.21, 0.11], [-0.06, 0.14, -0.09], [-0.08, -0.05, -0.16], [0.01, -0.13, -0.06]]
}


Which formula does entry 1 have? C25H25ClN2O6TeV


What is the formula in the third record? C25H25FO6S